C8H20As5F30HgNO as an isolated structure at a distorted geometry. Source: the OMol25 dataset; level of theory: wB97M-V/def2-TZVPD.

Geometry as XYZ:
```
66
Properties=species:S:1:pos:R:3:lowdin_spin:R:1
Hg -1.731 -0.745 1.139 0.000
C 4.786 0.455 -1.051 0.126
C 3.703 1.617 -1.378 0.060
N 2.484 1.167 -2.213 0.003
C 1.619 2.443 -2.430 0.016
C 2.796 0.530 -3.620 0.066
C 3.376 1.478 -4.555 0.276
C 1.601 0.101 -1.520 0.003
C 1.264 0.377 -0.041 0.001
O 0.674 -0.668 0.612 0.001
C 1.588 -1.687 0.996 0.004
H 5.367 0.283 -1.957 0.075
H 4.401 -0.551 -0.885 0.009
H 5.472 0.687 -0.236 0.020
H 4.119 2.462 -1.926 0.050
H 3.446 2.050 -0.411 0.004
H 1.389 2.853 -1.446 0.001
H 0.677 2.207 -2.925 0.001
H 2.175 3.162 -3.032 0.016
H 1.831 0.369 -4.101 0.009
H 3.338 -0.408 -3.498 0.039
H 2.746 2.268 -4.964 0.032
H 3.636 1.003 -5.500 0.072
H 4.323 1.898 -4.216 0.100
H 2.070 -0.866 -1.699 0.003
H 0.658 0.171 -2.063 0.000
H 0.622 1.243 0.120 0.000
H 2.151 0.786 0.441 0.001
H 2.561 -1.384 1.383 0.002
H 1.634 -2.245 0.061 0.001
H 1.091 -2.269 1.772 0.000
As -2.763 2.152 -1.300 0.000
F -1.128 2.889 -1.695 0.001
F -3.574 3.233 -2.537 0.000
F -4.338 1.427 -1.071 0.000
F -2.067 0.970 -0.185 0.000
F -3.009 3.383 0.051 0.000
F -2.378 0.989 -2.527 0.001
As -2.154 -3.114 -1.413 0.000
F -1.314 -1.904 -2.483 0.001
F -3.156 -1.727 -0.774 0.000
F -2.891 -4.224 -0.301 0.000
F -1.060 -4.345 -2.016 0.001
F -1.038 -2.506 0.009 0.000
F -3.336 -3.540 -2.707 0.000
As -0.308 2.402 3.022 0.000
F 0.031 4.033 3.425 0.000
F 1.416 1.997 2.848 0.002
F -0.731 0.771 2.620 0.000
F -2.100 2.742 3.317 0.000
F -0.388 2.830 1.225 0.000
F -0.169 2.067 4.755 0.000
As -1.186 -3.699 3.792 0.000
F -2.969 -3.730 3.881 0.000
F -1.186 -2.225 2.659 0.000
F 0.553 -3.774 3.730 0.000
F -1.152 -5.012 4.971 0.000
F -1.369 -4.805 2.395 0.000
F -1.041 -2.519 5.142 0.000
As -4.440 -0.545 2.915 0.000
F -2.866 -0.568 3.765 0.000
F -3.737 0.743 1.811 0.000
F -6.030 -0.411 2.005 0.000
F -5.195 -1.785 3.915 0.000
F -5.025 0.807 4.073 0.000
F -3.767 -1.788 1.826 0.000
```

Its charge is -3. The HOMO energy (spin up / spin down) is 2.7632 / -4.8433 eV. The calculation puts the orbital gap (spin up / spin down) at 0.10604 / 0.38532 Eh. Its multiplicity is 2.

***

C8H20AuClMnO as an isolated structure at a distorted geometry. Source: the OMol25 dataset; level of theory: wB97M-V/def2-TZVPD.

Geometry as XYZ:
```
32
Properties=species:S:1:pos:R:3:lowdin_spin:R:1
Au 0.790 -0.037 -2.973 0.076
Cl 1.058 -3.808 0.761 0.003
C 2.375 1.206 -2.672 0.007
C -0.903 -1.185 -2.863 0.095
H 2.667 1.656 -3.630 0.001
H 2.028 1.963 -1.952 0.000
H 3.195 0.615 -2.239 0.001
H -0.933 -1.521 -3.910 0.010
H -1.854 -0.655 -2.652 0.043
H -0.754 -2.060 -2.217 0.007
Mn -1.235 0.346 -0.846 5.245
C -3.280 -1.294 0.000 0.191
C -2.925 0.123 0.400 0.772
H -4.045 -1.285 -0.785 0.035
H -2.424 -1.871 -0.392 0.032
H -3.692 -1.876 0.831 0.036
H -3.596 0.916 0.023 0.151
H -2.599 0.285 1.433 0.041
C 2.130 0.005 0.824 0.007
C 0.896 0.701 1.382 0.021
C 0.195 -0.245 2.348 0.010
C 1.294 1.990 2.099 0.005
O 0.043 1.114 0.348 0.202
H 2.911 -0.055 1.595 0.001
H 2.538 0.527 -0.052 0.000
H 1.880 -1.028 0.534 0.001
H 0.772 -0.354 3.273 0.001
H -0.801 0.124 2.602 0.002
H 0.109 -1.246 1.900 0.001
H 1.743 2.706 1.402 0.000
H 0.408 2.465 2.530 0.002
H 2.009 1.776 2.898 0.001
```

Its charge is -2. The HOMO energy (spin up / spin down) is 1.9799 / -1.9115 eV. The calculation puts the orbital gap (spin up / spin down) at 0.12518 / 0.17564 Eh. Its multiplicity is 8.

***

A 2-piece molecular cluster, C8H20BN overall at a distorted geometry. Source: the OMol25 dataset; level of theory: wB97M-V/def2-TZVPD.

Geometry as XYZ:
```
30
Properties=species:S:1:pos:R:3:lowdin_spin:R:1
B 0.245 0.713 0.178 0.170
C 1.609 -2.327 0.125 0.007
C 3.378 1.661 -0.517 0.006
C -3.411 0.185 -1.197 0.026
C -2.865 0.200 1.250 0.052
C -1.046 0.044 -0.354 0.685
C 1.732 -1.073 -0.743 0.018
C 2.709 0.764 0.524 0.007
C -2.398 0.639 -0.151 0.080
N 1.502 0.136 0.021 0.107
H 0.178 1.735 0.755 0.002
H 1.807 -3.219 -0.463 0.000
H 2.323 -2.289 0.946 0.001
H 0.611 -2.398 0.547 0.002
H 4.247 2.151 -0.085 0.000
H 3.701 1.087 -1.383 0.000
H 2.674 2.418 -0.852 0.000
H -4.401 0.573 -0.971 0.002
H -3.464 -0.901 -1.225 0.000
H -3.111 0.536 -2.182 0.014
H -2.985 -0.881 1.288 0.001
H -3.821 0.662 1.483 0.009
H -2.139 0.495 2.003 0.002
H -1.079 -1.016 -0.566 0.034
H -0.503 0.446 -2.318 0.738
H 2.733 -1.039 -1.184 0.002
H 1.004 -1.106 -1.560 0.027
H 3.413 -0.010 0.852 0.002
H 2.443 1.368 1.394 0.001
H -2.328 1.731 -0.160 0.004
```

The HOMO energy (spin up / spin down) is -6.8283 / -9.3363 eV. The calculation puts the orbital gap (spin up / spin down) at 0.28662 / 0.28132 Eh. Its multiplicity is 3.

***

A 6-piece molecular cluster, C8H20Br4N4O8 overall. Source: the OMol25 dataset; level of theory: wB97M-V/def2-TZVPD.

Geometry as XYZ:
```
44
Properties=species:S:1:pos:R:3:nbo_charge:R:1
C -1.416 0.018 -5.950 -0.486
N -1.960 0.424 -4.630 0.541
O -3.154 0.345 -4.492 -0.348
O -1.170 0.807 -3.781 -0.411
H -0.388 -0.294 -5.821 0.229
H -1.430 0.909 -6.579 0.237
H -2.082 -0.729 -6.357 0.239
C 1.179 0.257 3.678 -0.485
N 1.085 1.727 3.523 0.546
O 2.096 2.325 3.204 -0.395
O 0.020 2.241 3.774 -0.369
H 1.349 0.063 4.733 0.233
H 2.011 -0.095 3.080 0.221
H 0.238 -0.172 3.356 0.249
C 4.843 1.170 1.819 -0.479
N 3.887 0.964 0.701 0.538
O 3.382 1.931 0.188 -0.358
O 3.687 -0.193 0.371 -0.403
H 4.432 0.675 2.689 0.235
H 4.976 2.232 1.980 0.238
H 5.776 0.710 1.510 0.232
C 0.418 0.353 -0.741 -0.500
N -0.607 0.067 0.296 0.542
O -1.437 -0.782 0.065 -0.355
O -0.605 0.753 1.308 -0.428
H 0.959 -0.558 -0.973 0.235
H 1.070 1.138 -0.375 0.244
H -0.120 0.721 -1.614 0.258
Br -2.070 -2.828 -3.312 0.002
C -0.132 -2.955 -3.294 -0.453
C 0.284 -3.944 -2.249 -0.446
Br 2.204 -3.779 -1.986 -0.012
H 0.263 -1.958 -3.121 0.226
H 0.182 -3.255 -4.292 0.223
H 0.043 -4.964 -2.528 0.229
H -0.185 -3.732 -1.292 0.234
Br -4.578 -0.245 2.253 -0.013
C -3.681 0.653 3.722 -0.447
C -2.976 1.888 3.248 -0.444
Br -4.254 3.338 2.972 -0.036
H -2.968 -0.075 4.102 0.222
H -4.417 0.881 4.484 0.227
H -2.453 1.710 2.318 0.248
H -2.303 2.256 4.015 0.239
```

The HOMO energy is -9.5113 eV. As for the structure (SMILES): C[N+](=O)[O-].C[N+](=O)[O-].C[N+](=O)[O-].C[N+](=O)[O-].BrCCBr.BrCCBr. The calculation puts the orbital gap at 0.34925 Eh.

***

C8H20BrInOP as an isolated structure. Source: the OMol25 dataset; level of theory: wB97M-V/def2-TZVPD.

Geometry as XYZ:
```
32
Properties=species:S:1:pos:R:3:mulliken_charge:R:1
C -0.156 0.060 -3.909 -0.900
C -1.675 0.015 -3.782 -0.494
C -2.185 -0.401 -2.397 -0.432
C -1.679 0.503 -1.259 -1.013
In 0.147 -0.175 -0.290 0.504
O 1.004 -1.728 -1.335 -0.731
Br 1.907 1.787 -0.526 -0.603
P -0.132 -1.085 2.063 0.034
C -0.454 0.338 3.245 -0.682
C -0.357 1.784 2.742 -0.920
C 1.605 -1.542 2.555 -0.746
C 2.675 -0.454 2.493 -0.760
H 0.287 0.772 -3.208 0.158
H 0.294 -0.909 -3.685 0.223
H 0.140 0.367 -4.916 0.371
H -2.089 1.005 -4.017 0.264
H -2.085 -0.675 -4.530 0.320
H -3.282 -0.391 -2.432 0.307
H -1.896 -1.444 -2.221 0.275
H -1.510 1.517 -1.640 0.312
H -2.443 0.594 -0.480 0.409
H 1.841 -1.953 -0.906 0.204
H 0.229 0.191 4.087 0.357
H -1.458 0.170 3.648 0.379
H 0.417 1.899 1.983 0.143
H -0.124 2.479 3.556 0.327
H -1.301 2.112 2.300 0.293
H 1.868 -2.370 1.887 0.335
H 1.557 -1.973 3.562 0.396
H 2.307 0.499 2.881 0.164
H 2.980 -0.266 1.461 0.142
H 3.566 -0.724 3.070 0.364
```

Its charge is -1. The HOMO energy is -4.1011 eV. The calculation puts the orbital gap at 0.26273 Eh.

***

A 2-piece molecular cluster, C8H20BrN2P overall at a distorted geometry. Source: the OMol25 dataset; level of theory: wB97M-V/def2-TZVPD.

Geometry as XYZ:
```
32
Properties=species:S:1:pos:R:3:nbo_charge:R:1
C 2.322 -0.956 2.846 -0.613
C 1.963 -1.144 1.430 -0.244
N 0.535 -1.160 1.121 -0.742
C -0.170 -2.472 1.115 -0.206
C -0.286 -3.142 2.448 -0.650
P -0.287 0.409 1.167 0.727
Br -1.479 0.287 3.088 -0.316
H 1.673 -0.047 3.280 0.215
H 2.094 -1.913 3.436 0.198
H 3.413 -0.733 2.987 0.218
H 2.509 -0.317 0.960 0.198
H 2.477 -1.989 1.041 0.199
H 0.447 -3.210 0.379 0.176
H -1.018 -2.323 0.550 0.206
H 0.180 -2.484 3.188 0.231
H -1.413 -3.452 2.650 0.222
H 0.319 -4.027 2.578 0.211
H -1.503 0.080 0.359 -0.038
C -3.311 2.301 -1.979 -0.671
C -2.078 2.245 -2.678 0.148
N -0.896 2.072 -2.296 -0.434
C 0.268 1.895 -3.055 -0.248
C 1.473 1.883 -2.138 -0.593
H -3.588 3.384 -1.801 0.237
H -4.186 1.868 -2.452 0.228
H -3.263 1.811 -1.005 0.228
H -2.310 2.136 -3.715 0.117
H 0.463 2.675 -3.846 0.184
H 0.243 0.971 -3.675 0.192
H 1.844 2.836 -1.758 0.216
H 1.318 1.123 -1.440 0.207
H 2.243 1.393 -2.785 0.194
```

The HOMO energy is -8.8434 eV. As for the structure (SMILES): CCN(CC)PBr.C/C=N/CC. The calculation puts the orbital gap at 0.35613 Eh.

***

A 7-piece molecular cluster, C8H20Cl8N3O6 overall at a distorted geometry. Source: the OMol25 dataset; level of theory: wB97M-V/def2-TZVPD.

Geometry as XYZ:
```
45
Properties=species:S:1:pos:R:3:nbo_charge:R:1
N -0.484 0.980 0.472 -0.898
H -0.919 1.348 -0.363 0.467
H 0.241 1.617 0.770 0.459
H -0.078 0.076 0.280 0.412
H -1.238 0.923 1.141 0.455
N -2.574 3.208 -1.260 0.724
O -3.663 3.164 -1.766 -0.538
O -1.698 2.455 -1.581 -0.621
O -2.376 3.943 -0.282 -0.514
N -0.307 3.633 2.398 0.725
O 0.749 3.080 2.512 -0.588
O -0.519 4.772 2.206 -0.503
O -1.364 3.053 2.249 -0.602
Cl -4.684 0.377 -0.138 0.012
C -5.079 -0.739 1.115 -0.429
C -3.914 -1.687 1.462 -0.408
Cl -2.505 -0.802 1.923 -0.027
H -6.033 -1.207 0.870 0.216
H -5.198 -0.148 2.023 0.215
H -3.640 -2.247 0.568 0.215
H -4.248 -2.362 2.250 0.213
Cl -1.172 -2.250 -0.877 -0.031
C 0.025 -3.522 -1.057 -0.408
C 0.100 -4.176 -2.447 -0.373
Cl 1.371 -5.431 -2.528 -0.076
H -0.192 -4.186 -0.221 0.223
H 1.017 -3.114 -0.860 0.221
H 0.402 -3.421 -3.173 0.224
H -0.793 -4.717 -2.758 0.221
Cl 1.938 -0.564 -1.457 -0.060
C 2.251 0.707 -2.579 -0.410
C 2.885 1.957 -1.844 -0.410
Cl 1.735 2.849 -0.880 0.025
H 1.284 0.952 -3.018 0.240
H 2.927 0.393 -3.374 0.210
H 3.260 2.595 -2.645 0.218
H 3.698 1.528 -1.257 0.200
Cl 1.564 -1.024 2.014 -0.083
C 3.392 -1.110 1.894 -0.364
C 3.998 0.232 1.530 -0.390
Cl 4.047 1.305 3.008 -0.053
H 3.584 -1.825 1.094 0.215
H 3.847 -1.546 2.783 0.227
H 3.401 0.754 0.782 0.230
H 4.958 0.175 1.017 0.218
```

Its charge is -1. The HOMO energy is -3.7923 eV. The calculation puts the orbital gap at 0.20890 Eh.

***

C8H20ClMg2O4 as an isolated structure at a distorted geometry. Source: the OMol25 dataset; level of theory: wB97M-V/def2-TZVPD.

Geometry as XYZ:
```
35
Properties=species:S:1:pos:R:3:nbo_charge:R:1
Mg -1.150 -1.684 1.348 1.857
Mg -0.828 1.401 4.399 1.697
Cl -1.145 0.361 2.279 -0.853
C 6.670 1.133 -1.687 -0.261
O 5.400 0.591 -1.958 -0.428
C 4.392 1.527 -2.223 -0.106
C 3.537 1.969 -1.107 -0.093
O 2.943 0.893 -0.393 -0.517
C 1.933 1.421 0.475 -0.255
H 7.301 1.399 -2.535 0.218
H 7.297 0.481 -1.080 0.216
H 6.474 1.999 -1.054 0.172
H 3.825 1.242 -3.109 0.216
H 4.783 2.453 -2.644 0.204
H 2.730 2.606 -1.470 0.187
H 4.165 2.553 -0.435 0.184
H 1.460 0.579 0.981 0.122
H 1.079 1.851 -0.047 0.177
H 2.500 2.003 1.202 0.199
C -5.221 -1.389 2.688 -0.263
O -4.189 -0.818 1.883 -0.597
C -4.489 -0.757 0.526 -0.103
C -3.219 -0.597 -0.363 -0.106
O -2.341 -1.742 -0.150 -0.738
C -2.652 -3.050 -0.674 -0.326
H -5.350 -2.443 2.440 0.194
H -6.150 -0.826 2.594 0.213
H -4.946 -1.279 3.737 0.200
H -5.133 0.117 0.426 0.227
H -4.970 -1.676 0.190 0.192
H -2.661 0.326 -0.212 0.210
H -3.469 -0.530 -1.422 0.251
H -1.986 -3.894 -0.494 0.242
H -2.903 -3.016 -1.734 0.250
H -3.690 -3.202 -0.376 0.217
```

Its charge is +3. The HOMO energy is -15.8126 eV. The calculation puts the orbital gap at 0.06228 Eh.